(1)
{
  "formula": "C35H66Cl2GeN8O7PSeTi",
  "method": "ωB97M-V with the def2-TZVPD basis set",
  "homo_energy_ev": [-6.188, -7.608],
  "e_above_lowest_kcal_mol": 27.6,
  "max_force_ev_per_a": 1.6,
  "s2": 0.7850,
  "total_charge": 0,
  "lumo_energy_ev": [-0.217, -0.311],
  "multiplicity": 2,
  "mol_weight_g_mol": 1012.279,
  "elements": ["Ti", "O", "C", "C", "C", "C", "C", "C", "C", "O", "N", "O", "O", "H", "H", "H", "H", "O", "H", "H", "N", "H", "H", "H", "Cl", "C", "Cl", "C", "O", "O", "H", "C", "C", "N", "C", "C", "N", "C", "C", "H", "H", "H", "H", "H", "H", "H", "H", "H", "H", "H", "H", "C", "Ge", "C", "C", "C", "Se", "C", "H", "H", "H", "H", "H", "H", "H", "H", "H", "H", "H", "H", "H", "H", "N", "P", "N", "C", "C", "C", "C", "C", "N", "C", "C", "C", "C", "C", "N", "C", "C", "C", "C", "C", "H", "H", "H", "H", "H", "H", "H", "H", "H", "H", "H", "H", "H", "H", "H", "H", "H", "H", "H", "H", "H", "H", "H", "H", "H", "H", "H", "H", "H", "H"],
  "coordinates": [[0.022, 1.625, 0.624], [1.332, 2.522, 1.700], [1.881, 3.678, 1.380], [2.341, 3.955, 0.083], [3.138, 5.083, -0.202], [3.725, 5.199, -1.434], [3.594, 4.224, -2.420], [2.754, 3.150, -2.176], [2.063, 3.046, -0.976], [1.127, 2.096, -0.792], [4.528, 6.404, -1.725], [5.085, 6.462, -2.803], [4.584, 7.268, -0.873], [2.038, 4.387, 2.187], [3.307, 5.838, 0.554], [4.122, 4.329, -3.355], [2.608, 2.397, -2.937], [3.736, 0.875, 1.087], [2.931, 1.127, 0.611], [3.963, 1.673, 1.576], [-3.437, -0.131, 1.741], [-2.442, -0.161, 1.529], [-3.806, -1.068, 1.630], [-3.508, 0.105, 2.725], [-2.735, 1.944, 4.771], [-1.421, 3.016, 4.236], [0.030, 2.797, 5.229], [-1.070, 2.803, 2.766], [-0.876, 3.807, 2.094], [-1.027, 1.595, 2.302], [-1.752, 4.038, 4.367], [-2.288, 1.658, -1.442], [-3.330, 2.345, -2.360], [-3.659, 3.678, -1.872], [-2.448, 4.492, -1.888], [-1.344, 3.851, -1.011], [-1.847, 2.596, -0.372], [-3.065, 2.937, 0.423], [-4.138, 3.573, -0.497], [-1.409, 1.338, -1.992], [-2.706, 0.782, -0.946], [-4.249, 1.759, -2.407], [-2.949, 2.456, -3.377], [-2.701, 5.491, -1.529], [-2.112, 4.584, -2.922], [-1.032, 4.518, -0.209], [-0.472, 3.605, -1.613], [-2.787, 3.639, 1.197], [-3.424, 2.017, 0.878], [-4.390, 4.577, -0.153], [-5.054, 2.979, -0.497], [0.274, -3.484, 6.217], [-0.272, -2.686, 4.522], [0.567, -3.639, 3.042], [-2.215, -2.786, 4.335], [0.189, -0.781, 4.585], [1.467, -0.063, 3.306], [2.984, -1.150, 3.841], [0.024, -4.546, 6.257], [-0.224, -2.984, 7.049], [1.352, -3.380, 6.351], [-0.019, -4.525, 2.795], [1.576, -3.962, 3.299], [0.622, -2.990, 2.165], [-2.596, -3.762, 4.640], [-2.502, -2.610, 3.297], [-2.690, -2.023, 4.953], [0.522, -0.509, 5.588], [-0.728, -0.221, 4.386], [2.757, -2.208, 3.739], [3.242, -0.923, 4.874], [3.809, -0.884, 3.184], [-0.205, -0.126, 0.075], [0.084, -1.152, -1.088], [-0.114, -0.627, -2.668], [-1.049, -1.204, -3.634], [-1.652, -0.142, -4.544], [-0.565, 0.689, -5.217], [0.385, 1.270, -4.172], [0.955, 0.149, -3.312], [-1.018, -2.395, -1.001], [-1.942, -2.535, 0.139], [-2.061, -3.992, 0.560], [-2.645, -4.841, -0.574], [-2.067, -4.396, -1.931], [-0.761, -3.638, -1.733], [1.613, -1.782, -1.087], [2.483, -1.714, 0.093], [3.020, -3.095, 0.445], [3.802, -3.658, -0.738], [2.891, -3.716, -1.961], [2.292, -2.343, -2.255], [-1.841, -1.712, -3.091], [-0.529, -1.941, -4.266], [-2.301, 0.505, -3.956], [-2.269, -0.639, -5.296], [-1.009, 1.485, -5.818], [0.009, 0.047, -5.895], [-0.136, 1.993, -3.538], [1.203, 1.796, -4.668], [1.600, 0.541, -2.530], [1.557, -0.497, -3.964], [-2.936, -2.168, -0.146], [-1.577, -1.923, 0.960], [-2.688, -4.059, 1.452], [-1.074, -4.367, 0.834], [-3.733, -4.742, -0.584], [-2.421, -5.894, -0.396], [-2.773, -3.744, -2.451], [-1.887, -5.257, -2.577], [-0.312, -3.407, -2.697], [-0.047, -4.272, -1.193], [1.916, -1.287, 0.919], [3.327, -1.050, -0.117], [2.180, -3.761, 0.673], [3.649, -3.027, 1.335], [4.198, -4.649, -0.510], [4.653, -3.002, -0.952], [2.086, -4.432, -1.779], [3.441, -4.052, -2.843], [1.593, -2.419, -3.086], [3.104, -1.668, -2.557]]
}

(2)
{
  "formula": "C35H67BrFN18O30P",
  "method": "ωB97M-V with the def2-TZVPD basis set",
  "homo_energy_ev": -7.583,
  "max_force_ev_per_a": 8.4,
  "total_charge": 0,
  "lumo_energy_ev": -2.276,
  "mol_weight_g_mol": 1349.893,
  "elements": ["C", "C", "Br", "C", "C", "C", "F", "C", "O", "C", "C", "N", "C", "C", "C", "C", "C", "N", "C", "C", "C", "C", "C", "P", "N", "C", "N", "C", "C", "O", "H", "H", "H", "H", "H", "H", "H", "H", "H", "H", "H", "H", "H", "H", "H", "H", "H", "H", "H", "H", "H", "H", "H", "H", "H", "C", "N", "O", "O", "H", "H", "H", "C", "N", "O", "O", "H", "H", "H", "C", "N", "O", "O", "H", "H", "H", "C", "N", "O", "O", "H", "H", "H", "C", "N", "O", "O", "H", "H", "H", "C", "N", "O", "O", "H", "H", "H", "C", "N", "O", "O", "H", "H", "H", "C", "N", "O", "O", "H", "H", "H", "C", "N", "O", "O", "H", "H", "H", "C", "N", "O", "O", "H", "H", "H", "C", "N", "O", "O", "H", "H", "H", "C", "N", "O", "O", "H", "H", "H", "C", "N", "O", "O", "H", "H", "H", "C", "N", "O", "O", "H", "H", "H"],
  "coordinates": [[8.401, -2.643, 3.998], [8.584, -1.280, 3.065], [7.649, 0.316, 3.894], [8.127, -1.532, 1.478], [6.525, -1.148, 1.356], [5.998, -0.055, 0.443], [6.902, 0.764, -0.424], [4.351, 0.240, 0.482], [3.643, 0.544, -0.616], [3.677, 0.066, 2.003], [2.498, 1.029, 2.609], [1.972, 2.147, 1.699], [1.904, 0.829, 4.160], [0.763, 1.908, 4.629], [-0.574, 1.258, 5.317], [-1.010, -0.214, 4.746], [-1.606, -0.222, 3.218], [-2.289, -1.594, 3.041], [-1.547, -2.913, 3.097], [-2.483, -4.250, 2.931], [-3.962, -3.562, 2.753], [-3.753, -1.922, 2.839], [2.518, -0.397, 5.073], [1.892, -0.692, 6.868], [1.851, 0.667, 7.768], [3.722, -1.421, 4.528], [4.232, -2.510, 5.447], [4.261, -1.141, 3.004], [5.498, -2.042, 2.328], [5.647, -3.358, 2.496], [7.349, -2.658, 4.563], [8.500, -3.635, 3.383], [9.230, -2.595, 4.823], [9.745, -1.018, 3.133], [8.267, -2.676, 1.277], [8.822, -0.831, 0.844], [1.780, 1.770, 0.741], [2.749, 2.844, 1.638], [0.421, 2.651, 3.780], [1.272, 2.596, 5.461], [-0.423, 1.313, 6.482], [-1.469, 2.008, 5.076], [-1.897, -0.596, 5.448], [-0.183, -1.040, 4.801], [-0.672, -0.094, 2.493], [-2.348, 0.672, 3.073], [-0.409, -3.161, 3.261], [-2.137, -5.370, 2.965], [-4.962, -4.174, 2.621], [-4.612, -1.129, 2.783], [2.818, -1.588, 7.525], [0.520, -1.207, 6.862], [2.163, 1.461, 7.162], [4.662, -3.315, 4.912], [3.411, -2.970, 5.945], [-6.334, -0.466, -0.829], [-6.400, -0.247, 0.641], [-7.235, -0.904, 1.274], [-5.613, 0.579, 1.118], [-7.079, -1.214, -1.109], [-6.545, 0.489, -1.315], [-5.327, -0.817, -1.065], [7.442, 0.936, -3.426], [8.403, -0.041, -4.005], [8.306, -1.217, -3.637], [9.228, 0.401, -4.814], [6.779, 0.412, -2.734], [8.023, 1.698, -2.901], [6.874, 1.369, -4.252], [-2.910, 1.372, -2.320], [-3.652, 0.279, -3.004], [-4.710, 0.580, -3.569], [-3.151, -0.851, -2.955], [-3.463, 2.306, -2.444], [-2.833, 1.107, -1.264], [-1.925, 1.443, -2.785], [-8.607, 0.229, -4.438], [-8.674, 0.448, -2.968], [-9.508, -0.209, -2.335], [-7.886, 1.274, -2.491], [-9.352, -0.519, -4.718], [-8.818, 1.184, -4.924], [-7.600, -0.122, -4.674], [-1.161, -0.080, -6.572], [-1.499, 1.217, -5.925], [-2.292, 1.956, -6.519], [-0.959, 1.455, -4.838], [-1.705, -0.156, -7.516], [-0.083, -0.089, -6.747], [-1.460, -0.877, -5.889], [8.900, -6.754, 4.345], [10.248, -6.127, 4.404], [11.182, -6.829, 4.809], [10.331, -4.948, 4.041], [8.976, -7.787, 4.691], [8.240, -6.177, 4.995], [8.565, -6.719, 3.306], [-4.217, 2.087, -9.230], [-4.428, 0.615, -9.207], [-5.595, 0.209, -9.255], [-3.416, -0.092, -9.140], [-5.189, 2.582, -9.289], [-3.701, 2.361, -8.308], [-3.612, 2.320, -10.108], [-9.430, 3.874, -3.555], [-8.701, 4.994, -4.208], [-9.201, 6.122, -4.123], [-7.646, 4.710, -4.789], [-10.334, 4.267, -3.086], [-9.682, 3.148, -4.331], [-8.764, 3.440, -2.806], [-10.820, 2.713, 0.627], [-10.169, 4.014, 0.314], [-9.476, 4.069, -0.708], [-10.371, 4.943, 1.104], [-10.556, 1.991, -0.148], [-10.451, 2.386, 1.601], [-11.898, 2.881, 0.647], [-2.170, 5.178, -5.560], [-2.237, 5.397, -4.090], [-3.072, 4.740, -3.457], [-1.450, 6.223, -3.613], [-2.915, 4.430, -5.840], [-2.382, 6.133, -6.046], [-1.164, 4.827, -5.796], [2.626, 2.860, -6.000], [1.885, 1.767, -6.683], [0.826, 2.067, -7.248], [2.385, 0.637, -6.634], [2.073, 3.793, -6.123], [2.704, 2.595, -4.943], [3.612, 2.931, -6.465], [5.310, -9.030, 6.398], [6.658, -8.403, 6.457], [7.592, -9.105, 6.862], [6.741, -7.224, 6.094], [5.386, -10.063, 6.744], [4.650, -8.453, 7.048], [4.975, -8.995, 5.359], [11.964, 0.317, -3.240], [13.187, 1.136, -3.024], [13.216, 1.857, -2.020], [14.084, 1.032, -3.869], [11.263, 0.508, -2.424], [11.532, 0.616, -4.197], [12.267, -0.732, -3.250], [-11.952, 2.993, 5.224], [-11.602, 1.908, 4.268], [-11.457, 2.225, 3.081], [-11.483, 0.770, 4.735], [-12.024, 3.936, 4.678], [-12.911, 2.736, 5.678], [-11.159, 3.040, 5.973]]
}